{"formula": "C69H70As2CsN7O11S3Se2", "method": "ωB97M-V/def2-TZVPD", "species": ["Cs", "C", "C", "N", "N", "C", "O", "C", "C", "C", "C", "C", "C", "C", "C", "C", "C", "C", "N", "H", "H", "H", "H", "H", "H", "H", "H", "H", "H", "H", "H", "O", "C", "C", "C", "O", "C", "Se", "C", "Se", "H", "H", "H", "H", "H", "H", "H", "H", "H", "H", "N", "S", "N", "S", "N", "S", "N", "C", "C", "C", "C", "C", "C", "C", "C", "C", "C", "C", "C", "C", "C", "C", "C", "C", "C", "C", "C", "C", "C", "C", "C", "C", "C", "C", "C", "C", "C", "C", "C", "C", "C", "C", "C", "H", "H", "H", "H", "H", "H", "H", "H", "H", "H", "H", "H", "H", "H", "H", "H", "H", "H", "H", "H", "H", "H", "H", "H", "H", "H", "H", "H", "H", "H", "C", "O", "C", "O", "C", "C", "As", "C", "C", "C", "As", "C", "C", "O", "O", "C", "C", "O", "O", "C", "C", "O", "O", "C", "H", "H", "H", "H", "H", "H", "H", "H", "H", "H", "H", "H", "H", "H", "H", "H", "H", "H"], "xyz": [[-0.35, -0.49, -0.07], [0.90, -1.70, -5.32], [0.16, -1.45, -4.03], [0.72, -1.04, -2.95], [2.05, -0.87, -2.95], [2.51, -0.29, -1.81], [1.84, 0.17, -0.88], [4.02, -0.24, -1.72], [4.57, 0.30, -0.56], [5.94, 0.40, -0.41], [6.79, -0.05, -1.42], [6.24, -0.59, -2.59], [4.86, -0.68, -2.73], [-1.29, -1.70, -3.96], [-1.96, -2.40, -4.97], [-3.33, -2.61, -4.87], [-4.01, -2.11, -3.77], [-3.27, -1.43, -2.81], [-1.96, -1.22, -2.90], [1.89, -1.25, -5.22], [0.38, -1.25, -6.17], [1.03, -2.77, -5.52], [3.88, 0.67, 0.20], [6.36, 0.83, 0.49], [7.86, 0.03, -1.31], [6.90, -0.93, -3.38], [4.42, -1.09, -3.63], [-1.41, -2.79, -5.82], [-3.85, -3.16, -5.64], [-5.08, -2.24, -3.66], [-3.75, -1.03, -1.91], [4.70, 4.57, 2.56], [3.52, 4.39, 1.72], [2.26, 4.05, 2.53], [2.16, 5.10, 3.65], [0.88, 5.16, 4.30], [2.45, 2.61, 3.08], [1.76, 2.14, 4.89], [1.00, 4.15, 1.61], [1.33, 3.76, -0.32], [4.70, 3.85, 3.20], [3.68, 3.63, 0.97], [3.37, 5.34, 1.20], [2.34, 6.08, 3.21], [2.93, 4.91, 4.40], [0.79, 4.28, 4.72], [3.52, 2.37, 3.15], [2.03, 1.91, 2.36], [0.61, 5.16, 1.67], [0.23, 3.47, 1.94], [0.04, -2.57, 1.40], [-0.33, -3.96, 1.52], [-1.33, -4.42, 2.80], [-2.85, -4.38, 2.82], [-3.73, -3.45, 2.00], [-3.53, -1.77, 1.77], [-2.69, -1.34, 0.67], [-3.16, -1.21, 3.43], [-1.86, -0.80, 3.71], [-1.56, -0.37, 5.00], [-2.56, -0.35, 5.97], [-3.85, -0.77, 5.67], [-4.16, -1.21, 4.40], [-5.29, -1.41, 1.63], [-5.58, -0.07, 1.44], [-6.88, 0.32, 1.16], [-7.88, -0.64, 1.06], [-7.59, -1.99, 1.25], [-6.28, -2.38, 1.54], [-3.47, -5.98, 2.36], [-4.29, -6.13, 1.25], [-4.68, -7.40, 0.86], [-4.26, -8.51, 1.58], [-3.44, -8.35, 2.70], [-3.05, -7.08, 3.09], [-3.21, -4.33, 4.56], [-2.21, -4.05, 5.47], [-2.54, -4.01, 6.82], [-3.85, -4.25, 7.23], [-4.84, -4.52, 6.29], [-4.52, -4.56, 4.95], [1.03, -5.07, 1.96], [2.28, -4.54, 1.71], [3.41, -5.28, 2.05], [3.27, -6.53, 2.64], [2.01, -7.05, 2.91], [0.88, -6.31, 2.57], [-1.12, -4.83, 0.13], [-0.84, -6.16, -0.18], [-1.53, -6.78, -1.22], [-2.49, -6.08, -1.94], [-2.76, -4.75, -1.63], [-2.07, -4.11, -0.60], [-1.08, -0.82, 2.95], [-0.56, -0.01, 5.21], [-2.32, 0.02, 6.96], [-4.63, -0.75, 6.44], [-5.17, -1.53, 4.15], [-4.78, 0.66, 1.50], [-7.10, 1.36, 1.00], [-8.90, -0.34, 0.82], [-8.37, -2.73, 1.18], [-6.04, -3.42, 1.68], [-4.58, -5.24, 0.70], [-5.30, -7.53, -0.01], [-4.56, -9.50, 1.28], [-3.12, -9.21, 3.26], [-2.41, -6.93, 3.96], [-1.21, -3.86, 5.12], [-1.78, -3.78, 7.55], [-4.10, -4.21, 8.28], [-5.86, -4.70, 6.62], [-5.29, -4.75, 4.20], [2.35, -3.55, 1.26], [4.40, -4.87, 1.87], [4.15, -7.10, 2.90], [1.90, -8.02, 3.37], [-0.12, -6.68, 2.79], [-0.08, -6.71, 0.35], [-1.30, -7.81, -1.47], [-3.02, -6.57, -2.75], [-3.49, -4.19, -2.20], [-2.29, -3.07, -0.35], [-6.22, 0.69, -2.58], [-5.31, 1.04, -1.54], [-4.38, 1.97, -1.88], [-4.25, 2.32, -3.02], [-3.59, 2.37, -0.65], [-4.32, 2.92, 0.34], [-5.73, 4.03, -0.44], [-6.31, 5.22, 1.01], [-4.27, 5.19, -1.18], [-3.00, 4.87, -1.49], [-1.78, 3.35, -0.80], [-1.07, 2.64, -2.46], [-2.12, 5.89, -2.19], [-1.24, 6.45, -1.63], [-2.31, 6.09, -3.52], [-3.34, 5.38, -4.22], [-4.88, 6.50, -1.53], [-6.07, 6.66, -1.73], [-4.02, 7.53, -1.59], [-4.56, 8.81, -1.91], [-3.85, 3.11, 1.75], [-4.56, 3.56, 2.62], [-2.65, 2.61, 1.98], [-2.16, 2.71, 3.34], [-6.82, 1.55, -2.87], [-6.86, -0.09, -2.17], [-5.69, 0.32, -3.45], [-6.70, 4.60, 1.82], [-7.09, 5.86, 0.61], [-5.49, 5.81, 1.39], [-1.82, 2.20, -3.11], [-0.32, 1.89, -2.19], [-0.55, 3.45, -2.97], [-3.00, 5.27, -5.24], [-4.27, 5.96, -4.21], [-3.53, 4.40, -3.79], [-3.84, 9.53, -1.54], [-5.53, 8.94, -1.43], [-4.68, 8.91, -2.99], [-1.25, 2.11, 3.40], [-2.90, 2.35, 4.05], [-1.92, 3.74, 3.57]], "de_lowest_kj_mol": 88.3, "charge": -2, "energy_ha": -14370.9876, "homo_energy_ev": -0.7321, "multiplicity": 1, "e_lumo_ev": 2.497}